{"formula": "C5H7N", "method": "wB97M-V/def2-TZVPD", "relative_energy_kcal_mol": 13.0, "e_homo_ev": -7.86, "lumo_energy_ev": 1.07, "energy_ev": -6787.9494, "smiles": "Cc1ccc[nH]1", "orbital_gap_ev": 8.94, "multiplicity": 1, "symbols": ["C", "C", "C", "C", "C", "N", "H", "H", "H", "H", "H", "H", "H"], "coordinates": [[1.85994, -0.08763, 0.08193], [0.44195, -0.12969, -0.39213], [-0.30769, 0.99002, -0.65033], [-1.61509, 0.75519, -0.15550], [-1.66070, -0.54529, 0.29233], [-0.41356, -1.08553, 0.11692], [2.18351, -1.05241, 0.47512], [2.56921, 0.31429, -0.64485], [1.84020, 0.59311, 0.94488], [0.12431, 1.91604, -1.01094], [-2.38359, 1.50529, -0.05685], [-2.45340, -1.11166, 0.76232], [-0.18509, -2.06173, 0.23711]], "lowdin_charge": [-0.05, -0.34, -0.08, -0.10, -0.13, 0.04, 0.07, 0.08, 0.08, 0.10, 0.09, 0.10, 0.15]}

---

{"formula": "C18H24CrN3O6S", "method": "wB97M-V/def2-TZVPD", "relative_energy_kcal_mol": 0.8, "e_homo_ev": [-3.97, -5.25], "lumo_energy_ev": [2.88, 2.87], "energy_ev": -75073.5381, "s2": 6.01, "orbital_gap_ev": [6.85, 8.13], "total_charge": -1, "multiplicity": 5, "symbols": ["Cr", "O", "C", "C", "N", "C", "C", "O", "O", "C", "C", "O", "O", "H", "H", "H", "H", "H", "H", "H", "H", "H", "C", "C", "N", "C", "C", "C", "S", "N", "C", "O", "C", "C", "C", "C", "C", "C", "H", "H", "H", "H", "H", "H", "H", "H", "H", "H", "H", "H", "H", "H", "H"], "coordinates": [[-1.31343, 0.79684, -0.57530], [-2.79239, 0.71038, -2.72022], [-3.48307, 1.93964, -2.55848], [-4.01962, 2.11582, -1.15222], [-2.96531, 2.11887, -0.12411], [-2.37061, 3.45630, 0.07649], [-0.92347, 3.60842, -0.44249], [-0.44327, 4.73143, -0.38155], [-0.36449, 2.54837, -0.89737], [-3.45362, 1.44372, 1.09347], [-3.67208, -0.05188, 0.77755], [-4.58770, -0.64592, 1.32746], [-2.83974, -0.53558, -0.07838], [-3.23922, 0.02436, -2.19844], [-4.32263, 2.00402, -3.26113], [-2.77353, 2.73062, -2.81025], [-4.71440, 1.30029, -0.93812], [-4.59798, 3.04654, -1.09490], [-2.39061, 3.72447, 1.13362], [-2.96352, 4.20719, -0.45060], [-4.38409, 1.88298, 1.46823], [-2.68637, 1.52885, 1.86570], [3.55614, -2.75702, 2.30155], [2.12435, -3.04638, 1.87675], [1.20888, -1.97810, 2.26282], [0.52200, -2.14568, 3.53559], [-0.81524, -2.85452, 3.38663], [0.97957, -0.92217, 1.44842], [-0.14792, 0.26690, 1.89214], [1.77957, -0.88589, 0.35753], [1.40429, -0.47456, -0.83179], [0.23688, -0.32626, -1.28768], [2.52543, -0.23259, -1.81251], [3.80703, -0.71848, -1.58005], [4.82073, -0.48078, -2.49672], [4.55746, 0.25658, -3.64376], [3.28136, 0.75237, -3.87197], [2.26391, 0.50341, -2.96153], [4.21541, -3.58527, 2.03256], [3.62246, -2.60571, 3.38120], [3.90960, -1.85223, 1.80833], [1.76037, -3.96273, 2.34820], [2.07291, -3.19079, 0.80024], [0.38367, -1.16387, 3.98489], [1.19410, -2.71563, 4.18331], [-1.48430, -2.26063, 2.76485], [-1.28405, -2.99579, 4.36263], [-0.69018, -3.83628, 2.92417], [3.99166, -1.28118, -0.67503], [5.81663, -0.86657, -2.31572], [5.34852, 0.44961, -4.35870], [3.07575, 1.33919, -4.75856], [1.26421, 0.88531, -3.11675]], "lowdin_charge": [0.70, -0.07, -0.22, -0.15, -0.23, -0.07, -0.65, 0.02, -0.12, -0.11, -0.67, 0.03, -0.14, 0.08, 0.12, 0.13, 0.13, 0.13, 0.13, 0.12, 0.13, 0.10, -0.08, -0.22, -0.14, -0.27, -0.08, -0.72, 0.73, 0.10, -0.44, -0.10, -0.12, -0.03, -0.10, -0.11, -0.08, -0.01, 0.07, 0.07, 0.06, 0.11, 0.11, 0.07, 0.11, 0.06, 0.07, 0.07, 0.09, 0.09, 0.09, 0.10, 0.12]}

---

{"formula": "C4H5NOS2", "method": "wB97M-V/def2-TZVPD", "relative_energy_kcal_mol": 49.9, "e_homo_ev": -8.13, "lumo_energy_ev": 0.74, "energy_ev": -29434.9295, "smiles": "S/N=C/[C@@H]1OC=CS1", "orbital_gap_ev": 8.87, "multiplicity": 1, "symbols": ["S", "N", "C", "C", "O", "C", "C", "S", "H", "H", "H", "H", "H"], "coordinates": [[-3.22503, -0.36856, -0.35784], [-1.62513, 0.11372, 0.03141], [-0.84680, -0.83417, 0.39582], [0.57109, -0.60955, 0.89927], [0.78483, 0.78040, 0.94701], [1.30941, 1.17748, -0.21904], [1.84358, 0.29129, -1.05700], [1.73277, -1.32904, -0.30243], [-3.74386, 0.87306, -0.35713], [-1.18380, -1.90406, 0.44215], [0.72456, -1.04670, 1.91694], [1.38048, 2.27104, -0.31411], [2.27789, 0.58509, -2.02504]], "lowdin_charge": [0.72, -0.35, -0.31, -0.57, -0.09, -0.27, -0.36, 0.92, -0.15, 0.11, 0.13, 0.14, 0.08]}

---

> Among the records above, which one has the highest multiplicity?

C18H24CrN3O6S

---

> Among the records above, which one has the highest multiplicity?

C18H24CrN3O6S

---

> Look up the multiplicity of the first one.

1